[1]
Molecular formula: C23H21N3O3S2
Method: DFT, ωB97M-V with the def2-TZVPD basis set

Structure (XYZ):
```
52
Properties=species:S:1:pos:R:3:lowdin_charge:R:1
C -1.84 -2.73 -2.99 -0.067
O -2.00 -1.98 -1.80 -0.092
C -1.89 -2.62 -0.61 -0.244
C -1.66 -3.98 -0.44 -0.007
C -1.58 -4.53 0.83 -0.070
C -1.71 -3.73 1.95 -0.075
C -1.93 -2.37 1.80 0.003
C -2.00 -1.82 0.53 -0.204
N -2.25 -0.43 0.37 0.062
C -1.27 0.38 -0.11 -0.538
S 0.30 -0.36 -0.36 1.081
C 1.18 1.08 -1.06 -0.328
C 2.66 0.77 -1.24 -0.500
O 3.12 0.58 -2.34 0.071
N 3.40 0.76 -0.10 0.020
C 2.87 1.01 1.24 -0.124
C 4.05 0.79 2.21 -0.084
C 5.21 0.54 1.29 -0.168
C 6.53 0.34 1.60 -0.036
C 7.43 0.12 0.57 -0.093
C 7.00 0.10 -0.75 -0.081
C 5.67 0.29 -1.07 0.004
C 4.78 0.52 -0.03 -0.140
N -1.41 1.64 -0.36 0.113
C -2.63 2.17 -0.14 -0.297
C -3.68 1.45 0.34 -0.406
C -3.56 0.04 0.64 -0.419
O -4.40 -0.70 1.07 0.090
S -5.16 2.35 0.53 0.953
C -4.42 3.80 -0.36 -0.418
C -2.90 3.63 -0.36 -0.166
H -0.85 -3.18 -3.04 0.101
H -2.61 -3.50 -3.08 0.099
H -1.96 -2.01 -3.80 0.098
H -1.56 -4.63 -1.30 0.107
H -1.41 -5.59 0.94 0.107
H -1.66 -4.16 2.94 0.104
H -2.05 -1.73 2.66 0.129
H 0.75 1.27 -2.05 0.093
H 0.99 1.92 -0.41 0.074
H 2.50 2.03 1.30 0.128
H 2.04 0.32 1.45 0.083
H 3.88 -0.07 2.86 0.121
H 4.22 1.66 2.84 0.119
H 6.86 0.36 2.63 0.112
H 8.48 -0.04 0.79 0.098
H 7.71 -0.08 -1.54 0.102
H 5.33 0.28 -2.09 0.100
H -4.83 3.78 -1.37 0.073
H -4.75 4.70 0.15 0.069
H -2.44 4.20 0.45 0.123
H -2.47 3.97 -1.30 0.120
```

**Total charge**: 0
**Total energy**: -56476.0556 eV



[2]
Molecular formula: C23H21N3O5S
Method: DFT, ωB97M-V with the def2-TZVPD basis set

Structure (XYZ):
```
53
Properties=species:S:1:pos:R:3:lowdin_charge:R:1
C -2.29 -1.97 1.54 -0.048
O -1.78 -0.77 1.02 -0.096
C -0.64 -0.78 0.31 -0.252
C 0.11 -1.92 0.00 0.013
C 1.26 -1.80 -0.76 -0.011
C 1.70 -0.57 -1.22 -0.186
C 2.99 -0.45 -1.99 -0.064
N 4.09 -0.16 -1.09 0.048
C 4.58 1.12 -0.88 -0.356
O 4.22 2.10 -1.46 0.138
C 5.63 0.96 0.16 -0.054
C 6.48 1.87 0.77 0.026
C 7.36 1.35 1.71 -0.036
C 7.35 -0.02 1.98 -0.116
N 6.54 -0.89 1.39 0.151
C 5.71 -0.39 0.51 -0.134
C 4.69 -1.13 -0.30 -0.332
O 4.42 -2.30 -0.33 0.143
C 0.96 0.57 -0.90 0.006
C -0.18 0.46 -0.14 -0.175
S -1.11 1.94 0.28 0.709
O -1.32 2.00 1.69 -0.256
O -0.44 3.04 -0.34 -0.282
N -2.57 1.75 -0.54 -0.201
C -2.37 1.73 -1.97 -0.084
C -3.63 1.04 0.02 -0.268
C -4.08 1.38 1.30 -0.025
C -5.13 0.69 1.87 -0.070
C -5.77 -0.32 1.17 -0.065
C -5.36 -0.66 -0.11 -0.283
C -6.06 -1.74 -0.88 -0.050
C -4.29 0.02 -0.67 0.006
H -3.20 -1.70 2.07 0.093
H -2.54 -2.68 0.74 0.101
H -1.59 -2.44 2.23 0.102
H -0.20 -2.89 0.34 0.110
H 1.84 -2.69 -0.98 0.116
H 2.94 0.38 -2.70 0.133
H 3.22 -1.38 -2.51 0.136
H 6.45 2.92 0.53 0.126
H 8.05 1.99 2.23 0.106
H 8.03 -0.44 2.71 0.110
H 1.27 1.55 -1.22 0.123
H -1.99 0.77 -2.34 0.093
H -1.65 2.51 -2.20 0.085
H -3.32 1.96 -2.47 0.103
H -3.57 2.16 1.84 0.104
H -5.46 0.96 2.86 0.106
H -6.60 -0.85 1.62 0.109
H -6.97 -1.34 -1.32 0.084
H -6.34 -2.56 -0.22 0.077
H -5.43 -2.12 -1.67 0.074
H -3.96 -0.25 -1.66 0.111
```

**Total charge**: 0
**Total energy**: -49735.0111 eV



[3]
Molecular formula: C23H21N3O8SSiSn
Method: DFT, ωB97M-V with the def2-TZVPD basis set

Structure (XYZ):
```
58
Properties=species:S:1:pos:R:3:lowdin_charge:R:1
Sn -0.75 -0.49 1.34 1.395
O -0.58 -6.52 3.95 0.038
C -0.59 -5.30 3.32 -0.291
C 0.53 -4.49 3.29 0.051
C 0.44 -3.28 2.61 -0.190
N -0.68 -2.88 2.04 0.047
C -1.76 -3.66 2.08 -0.177
C -1.77 -4.89 2.70 0.062
C -2.99 -3.09 1.37 -0.661
O -3.97 -3.83 1.23 -0.025
O -2.85 -1.88 1.05 -0.152
C 1.64 -2.34 2.48 -0.643
O 2.66 -2.66 3.11 -0.002
O 1.45 -1.36 1.71 -0.169
H 0.29 -6.64 4.33 0.093
H 1.48 -4.75 3.75 0.117
H -2.66 -5.49 2.69 0.121
C -1.53 -2.15 -3.06 -0.175
Si -0.18 -1.64 -1.87 0.376
C 1.31 -1.11 -2.88 -0.178
C 0.33 -3.18 -0.97 -0.164
N -0.80 -0.42 -0.78 -0.234
C -1.20 0.84 -1.23 -0.394
C -0.65 1.46 -2.36 -0.051
C -1.06 2.73 -2.77 -0.108
C -2.04 3.42 -2.07 -0.137
C -2.62 2.80 -0.98 -0.110
C -2.22 1.54 -0.58 -0.086
H -1.14 -2.85 -3.81 0.019
H -1.93 -1.28 -3.57 0.022
H -2.34 -2.63 -2.52 0.028
H 1.93 -1.99 -3.08 0.020
H 1.91 -0.37 -2.35 0.012
H 1.02 -0.68 -3.84 0.021
H 0.83 -3.85 -1.68 0.031
H -0.51 -3.70 -0.54 0.027
H 1.05 -2.99 -0.17 0.021
H 0.15 0.98 -2.91 0.067
H -0.57 3.18 -3.63 0.091
H -2.34 4.41 -2.38 0.078
H -3.40 3.31 -0.42 0.093
H -2.72 1.08 0.26 0.076
O -0.50 2.42 1.80 -0.063
C 0.55 2.54 1.19 -0.568
N 1.30 1.54 0.69 -0.078
S 2.62 2.07 -0.04 0.603
O 3.83 1.79 0.70 -0.317
O 2.64 1.75 -1.45 -0.330
C 2.28 3.80 0.15 -0.220
C 3.00 4.89 -0.29 -0.048
C 2.50 6.15 0.02 -0.103
C 1.32 6.29 0.75 -0.098
C 0.61 5.17 1.18 -0.016
C 1.12 3.92 0.87 -0.124
H 3.92 4.77 -0.85 0.112
H 3.02 7.04 -0.31 0.088
H 0.94 7.28 0.98 0.088
H -0.31 5.24 1.74 0.113
```

**Total charge**: -2
**Total energy**: -69592.6043 eV



[4]
Molecular formula: C23H21NO5
Method: DFT, ωB97M-V with the def2-TZVPD basis set

Structure (XYZ):
```
50
Properties=species:S:1:pos:R:3:lowdin_charge:R:1
C -1.70 -3.08 1.66 -0.031
C -1.28 -2.31 0.45 -0.207
C 0.05 -2.14 0.12 -0.041
C 0.43 -1.41 -0.99 -0.088
C -0.54 -0.81 -1.78 -0.073
C -1.88 -0.97 -1.46 -0.008
C -2.26 -1.71 -0.36 -0.230
O -3.56 -1.93 0.04 -0.058
C -4.59 -1.38 -0.74 -0.093
C -4.62 0.15 -0.72 -0.489
O -5.07 0.81 -1.63 0.076
N -4.16 0.67 0.44 0.089
C -3.72 2.04 0.53 -0.044
C -2.23 2.05 0.81 -0.448
O -1.62 1.08 1.18 0.135
O -1.68 3.25 0.61 0.038
C -0.26 3.26 0.74 -0.062
C 0.37 2.38 -0.35 -0.334
O -0.08 2.40 -1.47 0.127
C 1.54 1.57 0.02 -0.151
C 1.63 0.89 1.26 -0.024
C 2.71 0.10 1.54 -0.018
C 3.77 -0.03 0.62 -0.165
C 4.90 -0.83 0.89 -0.032
C 5.90 -0.95 -0.03 -0.076
C 5.82 -0.29 -1.27 -0.078
C 4.74 0.50 -1.56 -0.028
C 3.69 0.64 -0.63 -0.161
C 2.55 1.43 -0.90 0.041
H -0.85 -3.60 2.10 0.077
H -2.13 -2.42 2.41 0.084
H -2.46 -3.81 1.39 0.083
H 0.81 -2.59 0.74 0.111
H 1.47 -1.29 -1.24 0.101
H -0.26 -0.22 -2.63 0.108
H -2.62 -0.48 -2.09 0.114
H -5.52 -1.76 -0.30 0.143
H -4.55 -1.72 -1.79 0.141
H -3.68 0.03 1.06 0.137
H -4.25 2.56 1.34 0.140
H -3.94 2.54 -0.42 0.140
H 0.04 4.30 0.57 0.147
H 0.04 2.95 1.74 0.125
H 0.80 0.94 1.95 0.106
H 2.76 -0.43 2.47 0.116
H 4.96 -1.34 1.84 0.112
H 6.77 -1.57 0.18 0.103
H 6.62 -0.40 -1.98 0.103
H 4.67 1.01 -2.51 0.114
H 2.47 1.93 -1.85 0.131
```

**Total charge**: 0
**Total energy**: -35920.4253 eV



The records above give, respectively, relative energy (zero: lowest compared OMol25 entry of this formula, charge and spin) values of 10.9; 15.2; 10.3; 0.3 kcal per mole.
The records above give, respectively, frontier orbital gap values of 8.17; 7.77; 6.43; 8.21 eV.